# 1
Density functional theory data (ωB97M-V/def2-TZVPD) for 2 unconnected molecules or ions with the total composition C2HClN2O.

Properties
Energy relative to the best compared isomer or geometry (same formula, charge and spin)   4.170 eV
LUMO level   -0.07 eV

CARTESIAN COORDINATES (ANGSTROEM)
C -0.53 -2.10 -0.19
C 2.61 -0.32 -0.34
N 1.49 -0.13 -0.07
N 0.30 -0.24 0.01
O 0.27 -2.92 -0.04
Cl 4.08 0.20 0.09
H -0.18 0.60 -0.45

=====

# 2
Density functional theory data (ωB97M-V/def2-TZVPD) for a molecular structure, C26H31Ge2N5O4Zr.

Properties
Energy relative to the best compared isomer or geometry (same formula, charge and spin)   0.514 eV
Charge   +2
LUMO level   -8.30 eV

CARTESIAN COORDINATES (ANGSTROEM)
Zr 1.03 0.60 -1.30
C -0.95 -1.00 -4.39
C 0.35 -1.49 -3.88
N 1.05 -1.02 -2.84
C 2.21 -1.80 -2.76
C 2.20 -2.74 -3.73
N 1.03 -2.52 -4.42
C 3.09 -3.86 -4.19
O 4.17 -4.10 -3.49
O 2.70 -4.52 -5.11
C 3.20 -1.45 -1.72
O 4.21 -2.03 -1.48
O 2.75 -0.36 -1.06
H -1.33 -0.19 -3.78
H -1.68 -1.81 -4.41
H -0.84 -0.63 -5.41
H 0.76 -3.08 -5.22
H 4.31 -3.49 -2.74
C 3.54 2.37 2.62
C 3.03 1.60 1.39
Ge 1.06 1.81 1.29
C 0.53 3.35 0.14
C 0.69 4.57 1.07
C 0.01 1.52 2.87
C -0.77 0.42 2.72
Ge -0.31 -0.37 0.99
C -1.56 -0.24 -0.57
C -2.63 -1.35 -0.44
C 0.75 -2.03 0.93
C 0.13 -3.17 1.75
C -1.73 -0.15 3.67
C -1.98 0.47 4.90
C -2.89 -0.09 5.79
C -3.56 -1.26 5.45
C -3.31 -1.88 4.24
C -2.40 -1.32 3.36
H 4.62 2.25 2.70
H 3.10 2.00 3.54
H 3.34 3.44 2.54
H 3.26 0.54 1.48
H 3.51 1.96 0.48
H -0.51 3.27 -0.20
H 1.17 3.48 -0.73
H 0.04 4.50 1.94
H 0.42 5.48 0.52
H 1.72 4.69 1.41
H 0.01 2.14 3.76
H -1.10 -0.42 -1.56
H -2.02 0.75 -0.60
H -2.19 -2.34 -0.39
H -3.30 -1.32 -1.30
H -3.24 -1.19 0.45
H 1.74 -1.78 1.32
H 0.88 -2.36 -0.10
H 0.03 -2.90 2.80
H 0.77 -4.05 1.69
H -0.85 -3.46 1.38
H -1.47 1.38 5.18
H -3.08 0.39 6.73
H -4.26 -1.69 6.15
H -3.83 -2.80 3.98
H -2.22 -1.83 2.41
N -0.07 1.87 -2.53
C -0.92 2.46 -3.11
C -1.93 3.08 -3.74
C -2.84 3.79 -2.90
N -3.51 4.32 -2.13
C -2.05 2.90 -5.15
N -2.07 2.68 -6.28

=====

# 3
Density functional theory data (ωB97M-V/def2-TZVPD) for a molecular structure, C18H19F3NO6S3.

Properties
Energy relative to the best compared isomer or geometry (same formula, charge and spin)   2.792 eV
Charge   -1
LUMO level   0.80 eV

CARTESIAN COORDINATES (ANGSTROEM)
C 0.63 0.68 5.18
C -0.46 0.64 4.11
O 0.11 0.95 2.78
C -0.59 0.72 1.65
C 0.10 0.69 0.28
S 0.15 -1.90 0.99
C 1.63 -3.04 0.44
C 2.76 -2.62 -0.27
C 3.87 -3.50 -0.36
C 3.84 -4.74 0.29
C 2.69 -5.15 1.00
C 1.60 -4.26 1.09
O 0.24 -2.24 2.40
O -1.08 -2.33 0.33
O -1.77 0.38 1.77
H 0.18 0.92 6.14
H 1.10 -0.30 5.32
H 1.39 1.43 4.95
H -0.90 -0.37 4.07
H -1.24 1.35 4.30
H 1.18 0.77 0.25
H 2.79 -1.64 -0.70
H 4.80 -3.22 -0.89
H 4.73 -5.40 0.31
H 2.62 -6.12 1.52
H 0.76 -4.50 1.75
C -2.88 3.00 -3.25
N -2.49 3.34 -1.97
S 0.99 2.25 -1.15
C 1.05 4.19 -1.19
F 0.67 4.90 -0.10
F 2.43 4.25 -1.34
F 0.50 4.78 -2.27
S -2.81 2.16 -0.78
C -2.00 0.62 -1.16
C -2.70 -0.20 -2.05
C -1.99 -0.61 -3.18
C -0.60 -0.39 -3.23
C 0.13 0.02 -2.12
C -0.60 0.39 -0.96
O -2.17 2.61 0.43
O -4.22 1.87 -0.91
H -1.98 3.09 -3.89
H -3.44 2.08 -3.43
H -3.49 3.89 -3.24
H -3.78 -0.37 -1.94
H -2.49 -0.92 -4.14
H -0.04 -0.54 -4.17
H 1.23 0.04 -2.14
H -0.44 2.35 -0.55

=====

# 4
Density functional theory data (ωB97M-V/def2-TZVPD) for 4 unconnected molecules or ions with the total composition C31H51BrF3N2O13P2.

Properties
Charge   +1
LUMO level   -4.18 eV

CARTESIAN COORDINATES (ANGSTROEM)
C 1.51 -1.44 1.05
C 0.27 -1.12 0.69
C 0.02 -0.27 -0.51
C 0.35 -0.71 -1.77
C 0.94 -2.06 -2.09
C -0.16 -2.92 -2.80
C -1.31 -3.30 -1.93
F -1.92 -2.40 -1.10
C -1.86 -4.57 -1.98
F -3.00 -4.79 -2.59
F -1.38 -5.63 -1.42
N 0.12 0.12 -2.79
C -0.42 1.34 -2.67
P -0.59 2.29 -4.29
N 0.32 3.75 -4.04
O 0.14 1.38 -5.47
C -0.81 1.81 -1.44
C -1.47 3.16 -1.26
C -2.82 3.23 -1.99
C -3.95 2.50 -1.20
C -5.15 2.32 -2.15
C -5.72 0.90 -2.13
C -4.77 -0.14 -2.79
C -4.91 -1.48 -2.04
C -0.57 0.98 -0.34
C -0.91 1.38 1.07
O -1.72 0.70 1.68
O -0.30 2.46 1.60
P -1.22 3.12 2.95
O -2.18 4.21 2.16
Br 0.30 4.36 4.00
H 1.73 -2.16 1.83
H 2.35 -0.96 0.56
H -0.60 -1.42 1.26
H 1.29 -2.55 -1.19
H 1.73 -1.89 -2.83
H 0.29 -3.81 -3.22
H -0.59 -2.38 -3.66
H 0.40 -0.20 -3.72
H 1.23 3.71 -4.51
H 0.52 3.78 -3.04
H 0.91 1.85 -5.82
H -1.69 3.26 -0.19
H -0.78 3.98 -1.49
H -2.79 2.74 -2.96
H -3.17 4.25 -2.18
H -4.21 3.16 -0.36
H -3.55 1.54 -0.85
H -4.90 2.55 -3.19
H -5.89 3.07 -1.86
H -6.03 0.58 -1.13
H -6.62 0.90 -2.75
H -5.13 -0.35 -3.80
H -3.73 0.20 -2.82
H -5.97 -1.76 -1.97
H -4.41 -2.29 -2.58
H -4.50 -1.43 -1.03
H -2.71 3.69 1.54
C -5.92 0.46 7.73
C -5.29 -0.92 7.69
O -5.02 -1.33 6.34
C -3.94 -0.80 5.79
O -3.18 -0.03 6.31
O -3.85 -1.26 4.54
C -2.76 -0.69 3.79
H -6.80 0.50 7.09
H -6.21 0.72 8.75
H -5.22 1.22 7.37
H -5.99 -1.65 8.10
H -4.39 -0.97 8.29
H -1.82 -0.80 4.33
H -2.96 0.35 3.59
H -2.70 -1.23 2.85
C 6.60 -5.74 2.41
C 6.07 -5.01 1.19
O 5.32 -3.84 1.56
C 6.05 -2.78 1.91
O 7.24 -2.72 1.92
O 5.21 -1.80 2.26
C 5.86 -0.62 2.74
H 5.79 -5.96 3.10
H 7.08 -6.67 2.11
H 7.32 -5.13 2.94
H 5.38 -5.65 0.65
H 6.87 -4.74 0.50
H 6.61 -0.27 2.04
H 6.31 -0.82 3.71
H 5.09 0.14 2.86
C 3.20 1.23 -3.87
C 3.31 1.14 -2.35
O 4.67 1.08 -1.93
C 5.31 2.26 -1.94
O 4.82 3.32 -2.25
O 6.56 2.06 -1.56
C 7.39 3.23 -1.60
H 3.75 0.42 -4.34
H 2.16 1.18 -4.18
H 3.62 2.17 -4.23
H 2.85 0.21 -2.01
H 2.79 1.96 -1.86
H 6.94 4.05 -1.04
H 7.57 3.52 -2.63
H 8.33 2.96 -1.14

=====

| no. | orbital gap (eV) |
| --- | --- |
| 1 | 8.97 |
| 2 | 5.89 |
| 3 | 5.16 |
| 4 | 6.64 |